Formula: C61H74F7N3OP
Source: the OMol25 dataset
Level of theory: wB97M-V/def2-TZVPD

As for the HOMO-LUMO gap: 7.559 eV. The total charge is +1. The value obtained for the max |F| is 0.67 eV/A. As for the energy: -99281.45961 eV. The value obtained for the LUMO energy is -0.097 Eh.

Each line ends with the Mulliken charge.
Cartesian coordinates (Å):
1 C -3.80179 -0.38282 1.65928  -0.371
2 H 0.25374 3.29730 -11.40790  0.375
3 C -1.01208 10.72893 -3.14072  -0.327
4 C 1.65363 2.58002 5.51970  1.423
5 F -4.22242 -4.66591 -2.45046  -0.299
6 C -2.00258 -4.73081 5.45808  -0.294
7 C 1.79022 0.60772 -1.99529  -0.680
8 H 2.81597 4.44814 -6.62214  0.695
9 C 4.24307 7.17833 -5.19038  -0.740
10 C 2.67570 2.99090 7.44231  -0.156
11 H 2.02273 -2.44297 -1.61237  0.383
12 C -2.58836 -6.78935 4.42515  0.456
13 C 1.93385 -1.21517 3.29228  0.979
14 H 1.32315 1.50746 3.71447  -0.059
15 C 1.19353 -0.50788 -1.12812  0.193
16 C 2.08319 6.72588 -4.22173  -0.673
17 C -0.50520 -1.66165 4.15874  -0.865
18 H -1.07212 9.13842 -0.15478  0.361
19 C -0.35011 -6.44794 5.14761  -0.611
20 H 2.21357 2.64158 -3.82260  0.238
21 H 2.16383 5.74430 -8.44172  0.644
22 H 4.88230 4.84511 6.87403  0.328
23 C -0.70890 -0.14650 4.08864  -0.577
24 C 2.38044 3.72074 5.37848  -1.268
25 H 4.87241 5.84263 -6.74942  0.389
26 H 3.89499 -1.82041 3.90523  0.400
27 H 0.66653 -6.80261 5.25303  0.376
28 H 1.58172 -0.73099 2.37702  -0.154
29 H 2.21108 3.58809 -12.88770  0.357
30 C -4.70849 -12.55099 3.40597  -0.557
31 C 0.79350 1.26063 -2.96347  -0.392
32 H 1.32563 -2.67087 4.71207  0.250
33 C 3.23834 7.49286 -4.28469  -0.225
34 C 0.70276 9.73797 -1.18870  -0.414
35 H 1.46139 1.31831 7.19922  0.251
36 C -5.14489 -2.31119 1.15931  -0.612
37 H 2.62120 4.17874 1.85650  0.344
38 C -3.05383 -1.97948 0.00531  -0.605
39 H -1.77935 0.02320 4.23231  0.583
40 H -5.68050 -0.80627 2.59614  0.407
41 C -7.61931 -5.88694 -2.55816  -0.355
42 H 1.28348 6.95867 -3.53061  0.519
43 H -2.27892 -3.74597 5.81065  0.399
44 C -6.42000 -5.40683 -2.05135  -0.379
45 C 2.94907 5.30815 -5.98001  -0.597
46 F -1.23089 -10.42884 2.95670  -0.308
47 C -6.72142 -5.81738 -4.78568  -0.307
48 H 3.79680 -0.28862 -0.57808  0.385
49 H -8.70797 -6.47053 -4.31094  0.371
50 H -3.61582 0.53594 2.20011  0.482
51 F -3.51759 -7.57678 3.84772  -0.312
52 H 3.15001 -2.95505 2.79274  0.521
53 H 4.71108 4.24445 3.77926  0.344
54 H 3.60003 5.39841 7.98815  0.364
55 C -5.51788 -5.33174 -4.29526  -0.527
56 H -5.62598 -13.11114 3.52450  0.378
57 C 0.75394 1.85274 4.57648  0.030
58 H 0.74978 -0.01585 5.66416  0.536
59 H 4.18160 -1.70183 -1.55192  0.424
60 F -1.77132 -0.07032 0.52849  -0.298
61 H -4.68680 -5.10489 -4.94874  0.410
62 C -2.57877 -12.24942 2.32135  -0.575
63 C 4.23784 -2.04656 0.56443  -1.213
64 F 2.52524 10.48048 -2.47261  -0.362
65 C -2.38015 -11.13109 3.10354  0.671
66 C 0.90223 -2.21584 3.81198  -1.073
67 C -5.39552 -5.13817 -2.93532  0.571
68 F 0.84683 4.89132 -5.01860  -0.350
69 N 2.98860 3.95650 6.61127  0.080
70 C -1.53020 10.11034 -2.01108  -0.550
71 C -4.94666 -1.13679 1.87332  -0.530
72 C 0.35926 10.86181 -3.30284  -0.413
73 H -1.67746 11.11090 -3.90309  0.373
74 C 2.15511 5.26235 -9.40822  -0.456
75 C -1.29957 -7.26785 4.55435  -0.106
76 C -2.88204 -0.81910 0.72987  0.440
77 H -1.22537 -2.10493 3.46770  0.601
78 C 1.07749 4.49737 -9.83170  -0.425
79 C 1.09476 3.89389 -11.08168  -0.532
80 C 1.50442 1.88366 -4.16332  -1.325
81 H -3.10227 -9.81881 4.62392  0.291
82 H -3.98435 -5.20309 4.73432  0.459
83 H -4.34863 -3.64350 -0.32492  0.315
84 H 5.07386 -0.95965 2.21474  0.524
85 H 2.13424 -0.46697 4.06365  -0.236
86 H -6.27700 -5.24657 -0.99120  0.397
87 C -4.47990 -11.41889 4.17613  -0.493
88 C 2.19383 4.05861 -11.91376  -0.307
89 H 3.76391 -3.02283 0.68997  0.438
90 H 0.22199 4.37516 -9.18042  0.382
91 H -0.79789 -1.98411 5.16047  0.057
92 C -0.69743 -5.18228 5.59970  -0.438
93 H 0.78960 -2.99992 3.06202  0.374
94 C 2.13117 -1.68912 -0.82960  -0.714
95 H -1.82518 -12.54824 1.60574  0.416
96 H -1.05155 -8.25709 4.19329  0.380
97 C -7.77213 -6.09369 -3.92179  -0.578
98 C -0.67174 9.61820 -1.03806  -0.288
99 H 2.99697 2.89357 8.46523  0.475
100 N 1.87052 2.15423 6.80709  0.039
101 H 0.01795 2.56033 4.18830  0.538
102 C 3.63193 -1.36412 -0.67216  -0.753
103 H 0.79362 -0.10599 -0.19341  -0.223
104 H -6.03655 -2.90083 1.32524  0.407
105 C 3.29120 -1.89211 2.99662  -1.121
106 C -3.75754 -12.96372 2.48271  -0.337
107 C 4.09626 6.08788 -6.03662  -0.344
108 H -0.48015 0.25760 3.10043  0.154
109 H 0.24816 2.04514 -2.43105  0.244
110 H -0.69229 1.01049 5.93268  0.519
111 C 3.27666 4.82492 -11.50639  -0.491
112 H 0.78526 11.34338 -4.17230  0.431
113 C 1.96509 5.64660 -5.07395  0.561
114 C -4.19931 -2.73013 0.23152  -0.173
115 H -6.83648 -5.98071 -5.84871  0.357
116 H 1.39240 9.35829 -0.44691  0.420
117 H 4.14105 4.97090 -12.13950  0.424
118 H 0.06935 0.51451 -3.29908  0.368
119 H 3.58370 -0.26403 1.60866  0.082
120 C 0.02334 0.65319 5.18870  -1.347
121 H 2.64220 0.23365 -2.57166  0.377
122 F 4.28225 6.15496 -9.84852  -0.316
123 H -2.30962 -2.28381 -0.71833  0.504
124 H 0.04906 -4.54898 6.06158  0.429
125 H -2.60026 10.01250 -1.88957  0.384
126 C -2.96313 -5.53485 4.86285  -0.696
127 H 5.13752 7.78440 -5.23806  0.396
128 C 3.23209 5.41070 -10.25784  0.331
129 H 2.70693 2.88634 2.84663  0.128
130 H 0.32842 -0.90836 -1.66472  0.243
131 O 4.23811 5.06048 3.99304  -0.501
132 H 1.79421 -2.17553 0.09194  0.251
133 C -3.30371 -10.69754 4.03082  -0.222
134 P 2.59730 4.89685 3.97441  0.041
135 H 2.07839 1.10807 -4.67651  0.373
136 H 3.34952 8.34256 -3.62393  0.386
137 H -8.43647 -6.10021 -1.88224  0.354
138 C 1.18844 10.36132 -2.32019  0.387
139 H -3.93148 -13.84716 1.88321  0.359
140 H -5.22042 -11.09155 4.89362  0.354
141 H 3.58163 5.93358 6.31431  0.343
142 N 2.26406 3.79426 2.72798  -0.474
143 H 2.19256 1.40047 -1.35515  0.276
144 C 3.83280 5.10584 6.96671  -0.902
145 H 0.80729 2.34030 -4.86183  0.422
146 C 4.07445 -1.21174 1.85476  -0.372
147 H 5.30046 -2.22112 0.38912  0.475

Atoms 1-2, force components in eV/Å:
C 0.0 0.1 0.2
H 0.0 0.0 0.0